Formula: C4H9NO2
Source: the Open Molecules 2025 dataset
Level of theory: wB97M-V/def2-TZVPD

```
16
Properties=species:S:1:pos:R:3:forces:R:3:lowdin_charge:R:1
C 1.307176 1.021806 -1.338648 -1.13 0.29 -0.54 -0.106
C -0.028874 1.140645 -1.646982 -1.00 -0.07 -1.12 -0.143
N -0.785544 0.938481 -0.547504 1.00 0.78 1.73 0.002
C 0.049318 0.834039 0.553343 1.21 -0.27 -1.27 -0.148
C 1.363468 0.854093 0.051653 -0.75 0.06 0.71 -0.115
H 2.061963 1.061488 -2.100854 0.40 0.11 0.25 0.091
H -0.564966 1.400053 -2.562433 0.56 -0.35 0.14 0.117
H -1.780972 0.991717 -0.430217 -0.06 -0.13 -0.43 0.133
H -0.313456 0.715403 1.559051 -0.16 0.15 0.03 0.112
H 2.282760 0.836804 0.596866 0.14 -0.20 0.49 0.090
H 0.654774 -1.090761 1.598342 0.47 -0.30 -0.24 -0.027
H 1.530564 -2.376049 1.372219 -0.53 0.56 0.26 0.052
O 0.839037 -1.980568 1.934778 0.10 -0.34 -0.11 -0.072
H -2.725789 -1.918625 -0.056581 0.24 0.51 0.31 0.060
H -1.522242 -1.335316 0.701008 0.22 -0.21 0.05 0.013
O -2.367218 -1.093209 0.315959 -0.68 -0.59 -0.24 -0.058
```
Positions in Å, forces in eV/Å.

LUMO level = 0.78 eV
energy relative to the best compared isomer or geometry (same formula, charge and spin) = 1.424 eV
2S+1 = 1
charge = 0
SMILES = c1cc[nH]c1.O.O